one.
Density functional theory data (the ωB97M-V functional and the def2-TZVPD basis) for a 2-piece molecular cluster, C3H8N4S overall.

```
16
Properties=species:S:1:pos:R:3:lowdin_charge:R:1
C 1.49 0.57 -1.77 -0.17
C -0.71 0.12 -1.80 -0.28
C -0.38 0.11 0.81 -0.36
H 2.25 0.93 -2.43 0.06
H 1.75 -0.64 -1.53 0.16
H 1.44 1.21 -0.88 0.06
H -1.65 0.05 -2.19 0.08
H -2.55 -1.94 0.42 -0.09
H 0.09 1.23 0.71 0.16
H 1.71 0.71 3.12 0.16
H -0.89 0.14 3.73 0.13
N 0.23 0.74 -2.28 -0.02
N -0.80 -0.42 -0.44 -0.43
N -0.68 -0.44 1.85 -0.14
N 0.11 -0.31 3.11 -0.07
S -1.40 -2.07 -0.43 0.75
```

2S+1 = 1
HOMO-LUMO gap = 7.8 eV


two.
Density functional theory data (the ωB97M-V functional and the def2-TZVPD basis) for one molecule with the formula C3H8N4S.

```
16
Properties=species:S:1:pos:R:3:lowdin_charge:R:1
H -1.02 -2.06 0.77 0.03
N -0.09 -2.27 0.41 0.11
C 0.15 -1.21 -0.23 -0.79
S 1.57 -0.91 -1.22 0.93
N 2.49 0.07 -0.20 -0.39
C 2.20 0.32 1.06 -0.10
N -0.73 -0.19 -0.36 -0.33
C -0.50 1.23 -0.67 -0.12
N -2.06 -0.37 -0.03 -0.01
H 1.33 -0.10 1.37 0.00
H 3.05 0.70 1.72 0.10
H -0.55 1.87 0.35 0.12
H -1.31 1.73 -1.30 0.09
H 0.50 1.33 -1.23 0.06
H -2.59 -0.62 -1.00 0.17
H -2.43 0.47 0.57 0.13
```

2S+1 = 1
SMILES string = [H]/N=C(/SN=C)N(C)N
HOMO-LUMO gap = 9.3 eV


three.
Density functional theory data (the ωB97M-V functional and the def2-TZVPD basis) for a 2-piece molecular cluster, C3H8N4S overall.

```
16
Properties=species:S:1:pos:R:3:lowdin_charge:R:1
C 1.35 0.52 -0.35 -0.39
C 0.31 -0.33 0.22 -0.49
C -2.22 -0.15 -0.20 -0.34
H 2.67 -0.87 0.66 0.09
H 3.56 -0.67 -1.51 0.23
H 1.23 1.40 0.31 0.03
H 1.11 0.63 -1.34 0.08
H -0.81 -1.55 0.95 0.10
H -1.54 2.34 1.50 0.01
H -2.95 0.73 -0.20 0.11
H -1.66 -2.04 -0.37 0.08
N 2.75 0.00 -0.13 -0.08
N 0.32 -1.38 0.88 0.15
N -0.92 0.48 -0.16 -0.40
N -2.53 -1.37 -0.39 0.07
S -0.69 2.25 0.12 0.75
```

2S+1 = 1
HOMO-LUMO gap = 8.7 eV


four.
Density functional theory data (the ωB97M-V functional and the def2-TZVPD basis) for one molecule with the formula C3H8N4S.

```
16
Properties=species:S:1:pos:R:3:lowdin_charge:R:1
N 0.92 -2.57 1.04 -0.05
N 1.17 -1.13 1.04 -0.12
C 0.38 -0.09 0.61 -0.64
N 0.34 0.80 1.52 -0.24
S -0.48 2.35 1.19 0.80
C -1.18 1.92 -0.46 -0.53
C -0.37 1.01 -1.36 -0.21
N -0.34 -0.41 -0.55 0.04
H -0.17 -2.93 1.26 0.15
H 1.17 -3.11 0.19 0.06
H 1.86 -0.84 1.95 0.21
H -2.03 1.29 -0.29 0.05
H -1.49 2.68 -1.31 0.12
H 0.79 1.25 -1.44 0.15
H -0.88 0.83 -2.36 0.12
H 0.32 -1.04 -1.02 0.10
```

2S+1 = 1
SMILES string = NNC1=NSCCN1
HOMO-LUMO gap = 8.7 eV


Stability summary: most stable four, least stable one.


one.
Density functional theory data (the ωB97M-V functional and the def2-TZVPD basis) for one molecule with the formula C2H4.

```
6
Properties=species:S:1:pos:R:3:lowdin_charge:R:1
C 0.39 0.07 -0.51 -0.09
C -0.42 -0.08 0.52 -0.08
H 0.17 0.67 -1.39 0.04
H 1.38 -0.37 -0.54 0.04
H -1.41 0.35 0.53 0.04
H -0.11 -0.65 1.38 0.04
```

2S+1 = 1
SMILES string = C=C
HOMO-LUMO gap = 11.7 eV


two.
Density functional theory data (the ωB97M-V functional and the def2-TZVPD basis) for one molecule with the formula C2H4.

```
6
Properties=species:S:1:pos:R:3:lowdin_charge:R:1
C 0.13 0.67 -0.01 -0.07
C -0.15 -0.60 0.09 -0.09
H 0.31 1.27 0.73 -0.02
H 0.29 1.19 -1.00 0.08
H -0.56 -1.20 0.92 0.05
H -0.02 -1.34 -0.72 0.05
```

2S+1 = 1
SMILES string = C=C
HOMO-LUMO gap = 11.4 eV


Stability summary: most stable one, least stable two.